Here is a 20-piece molecular cluster, C80H100N20 overall in a non-equilibrium geometry from the OMol25 dataset. Energies are from the ωB97M-V functional and the def2-TZVPD basis.

Output
- largest force on an atom (eV/Å) = 3.91
- ΔE to the lowest compared entry with this formula, charge and spin (eV) = 0.815
- net charge = 0
- 2S+1 = 1
- frontier orbital gap (eV) = 7.56

The geometry in XYZ format:
```
200
Properties=species:S:1:pos:R:3:forces:R:3:lowdin_charge:R:1
N -3.004 8.369 -2.744 1.15 -1.36 -0.47 0.000
C -2.037 7.435 -2.395 0.34 0.67 -1.13 -0.150
C -2.585 6.474 -1.599 -0.73 0.84 1.03 -0.110
C -3.950 6.873 -1.388 -0.11 0.41 -1.18 -0.088
C -4.191 7.941 -2.253 -0.38 0.36 1.73 -0.150
H -2.808 9.156 -3.346 -0.36 -0.34 0.04 0.147
H -1.103 7.476 -2.935 0.23 0.00 0.44 0.099
H -2.056 5.715 -1.041 -0.01 -0.07 -0.32 0.061
H -4.666 6.505 -0.667 0.03 -0.36 -0.29 0.089
H -5.065 8.558 -2.401 -0.08 -0.19 0.18 0.104
N 2.789 0.626 3.832 -0.71 -0.15 0.90 0.051
C 3.713 0.918 4.758 3.65 -0.59 -1.01 -0.185
C 3.203 1.341 5.921 0.04 0.45 0.87 -0.108
C 1.841 1.395 5.674 -2.66 -0.37 0.47 -0.125
C 1.574 0.804 4.473 -0.05 0.94 -1.90 -0.173
H 3.031 0.169 2.964 -0.34 -0.04 0.07 0.131
H 4.751 0.796 4.486 0.07 -0.19 0.12 0.106
H 3.665 1.459 6.890 0.29 0.43 -0.36 0.100
H 1.070 1.851 6.277 0.01 -0.33 0.30 0.097
H 0.683 0.675 3.876 -0.22 0.13 0.39 0.088
N -7.769 0.303 3.329 -0.47 0.27 2.00 0.023
C -8.684 0.528 4.333 -0.58 -0.45 0.44 -0.141
C -8.058 1.019 5.503 -2.29 -0.40 -2.17 -0.099
C -6.731 1.185 5.139 1.30 -0.40 -1.03 -0.132
C -6.573 0.638 3.871 1.42 1.28 -0.63 -0.157
H -7.997 -0.072 2.420 0.34 0.07 0.32 0.149
H -9.695 0.223 4.104 -0.14 0.17 0.47 0.096
H -8.639 1.283 6.375 0.38 0.07 0.07 0.089
H -5.946 1.773 5.591 0.02 -0.44 0.43 0.095
H -5.693 0.700 3.248 -0.02 -0.17 0.13 0.077
N -5.018 6.659 3.711 3.29 0.16 -1.05 -0.005
C -6.077 5.857 3.518 -1.09 -0.36 2.56 -0.153
C -5.679 4.571 3.823 -0.06 -0.48 -1.45 -0.093
C -4.252 4.551 3.746 -0.16 0.97 0.64 -0.122
C -3.837 5.867 3.739 -1.31 0.00 -0.04 -0.111
H -5.035 7.656 3.873 -0.05 -0.28 -0.47 0.143
H -7.046 6.332 3.534 -0.16 -0.35 -0.04 0.108
H -6.315 3.731 4.061 -0.08 -0.04 -0.60 0.073
H -3.596 3.695 3.688 -0.08 0.02 0.34 0.073
H -2.825 6.238 3.671 -0.27 0.37 0.15 0.092
N -4.508 -2.731 -2.098 1.16 -1.06 -0.28 0.007
C -3.638 -2.441 -1.057 -0.25 1.80 -1.69 -0.147
C -4.342 -2.602 0.078 1.53 0.00 1.91 -0.160
C -5.491 -3.298 -0.193 -2.22 -0.66 -2.10 -0.103
C -5.591 -3.390 -1.610 -0.30 0.33 2.11 -0.117
H -4.259 -2.734 -3.077 0.01 0.01 0.22 0.125
H -2.688 -1.949 -1.206 -0.12 -0.02 -0.15 0.090
H -3.977 -2.279 1.042 -0.01 -0.25 0.11 0.089
H -6.230 -3.632 0.521 0.02 -0.04 -0.13 0.091
H -6.345 -3.834 -2.243 0.10 0.14 0.05 0.104
N 3.119 -6.791 -1.039 -2.09 0.15 -2.18 0.000
C 3.720 -5.652 -0.657 1.43 -0.09 -1.30 -0.139
C 4.337 -5.976 0.501 0.88 0.77 2.89 -0.145
C 3.772 -7.159 1.030 -0.20 -1.57 -2.23 -0.078
C 3.090 -7.703 -0.075 -0.10 -0.53 2.26 -0.154
H 2.740 -6.878 -1.971 -0.37 -0.22 0.13 0.121
H 3.791 -4.866 -1.394 0.39 0.12 0.25 0.100
H 5.219 -5.562 0.968 -0.45 0.93 0.12 0.096
H 3.922 -7.721 1.940 0.33 0.39 0.01 0.091
H 2.549 -8.634 -0.159 0.08 0.05 -0.16 0.109
N -3.546 2.538 -1.484 -0.29 -0.34 1.64 0.008
C -3.047 2.988 -0.242 -2.37 -0.90 -0.94 -0.104
C -3.961 2.489 0.702 1.89 0.68 0.59 -0.133
C -4.885 1.647 0.106 -0.64 -0.27 -2.79 -0.116
C -4.670 1.715 -1.288 1.76 0.94 0.83 -0.096
H -3.189 2.846 -2.377 -0.10 -0.22 0.15 0.134
H -2.211 3.671 -0.194 -0.18 -0.14 0.12 0.066
H -3.966 2.687 1.764 0.29 0.09 -0.06 0.063
H -5.666 1.065 0.572 0.07 0.14 0.05 0.083
H -5.069 1.255 -2.180 -0.34 -0.13 0.37 0.099
N 7.991 2.697 -3.466 -2.24 -2.44 0.17 -0.002
C 6.824 1.959 -3.270 -0.26 -0.43 -0.59 -0.132
C 5.845 2.726 -2.638 2.15 0.52 -0.14 -0.096
C 6.494 3.979 -2.376 1.79 -0.44 -0.59 -0.091
C 7.814 3.880 -2.903 -0.98 2.13 0.32 -0.162
H 8.750 2.380 -4.053 -0.12 0.23 0.36 0.154
H 6.816 0.947 -3.647 -0.27 0.04 0.06 0.086
H 4.837 2.492 -2.329 0.19 -0.34 -0.14 0.078
H 6.115 4.807 -1.794 0.01 0.02 -0.24 0.065
H 8.624 4.551 -3.148 -0.32 0.72 0.80 0.107
N 1.409 4.991 2.098 -0.92 1.90 -0.71 0.026
C 0.186 5.612 1.888 1.56 0.42 -0.72 -0.148
C -0.780 4.668 1.990 -0.30 -0.31 0.73 -0.105
C -0.105 3.490 2.426 -1.23 -1.53 0.28 -0.114
C 1.230 3.710 2.421 1.25 0.47 0.43 -0.128
H 2.322 5.371 1.892 -0.21 0.22 0.27 0.072
H 0.181 6.653 1.600 -0.23 0.00 0.06 0.119
H -1.841 4.819 1.858 0.02 -0.06 0.18 0.081
H -0.544 2.618 2.889 -0.23 -0.12 -0.36 0.068
H 2.161 3.262 2.734 -0.50 -1.04 0.08 0.118
N -2.554 -6.554 -5.748 0.31 0.95 -1.05 -0.008
C -3.102 -7.384 -4.840 -0.29 -2.12 -0.71 -0.179
C -3.316 -6.717 -3.680 -0.76 -0.31 -0.35 -0.139
C -3.020 -5.390 -3.946 1.69 1.66 -0.59 -0.092
C -2.421 -5.286 -5.258 -1.86 -0.88 2.27 -0.087
H -2.295 -6.711 -6.712 -0.18 -0.65 0.30 0.160
H -3.388 -8.395 -5.089 0.32 -0.01 -0.09 0.120
H -3.721 -7.126 -2.765 -0.03 0.11 -0.11 0.116
H -3.182 -4.733 -3.105 0.49 0.84 -0.53 0.071
H -2.023 -4.560 -5.951 -0.09 0.40 0.63 0.107
N -2.352 -1.624 5.140 -0.89 0.79 -2.37 0.060
C -1.852 -0.387 5.302 1.79 0.92 2.67 -0.185
C -2.266 0.452 4.334 -0.23 1.93 -0.73 -0.135
C -3.137 -0.214 3.438 1.76 -1.25 1.81 -0.092
C -3.051 -1.492 3.964 -2.66 -2.17 -1.62 -0.160
H -2.128 -2.492 5.605 -0.02 0.41 -0.12 0.159
H -1.289 -0.173 6.198 0.24 0.17 -0.20 0.115
H -2.028 1.497 4.204 0.19 0.05 0.53 0.079
H -3.608 0.268 2.594 -0.10 -0.67 -0.09 0.073
H -3.595 -2.351 3.599 0.06 -0.19 -0.02 0.097
N -0.091 -7.242 -4.101 0.30 1.67 -0.32 0.020
C 0.672 -6.077 -4.196 -0.11 -1.13 -0.18 -0.096
C 1.986 -6.483 -4.465 -1.53 2.49 1.16 -0.134
C 1.974 -7.853 -4.481 1.11 -2.04 -0.05 -0.152
C 0.691 -8.318 -4.300 0.51 -0.43 -0.32 -0.132
H -1.101 -7.254 -4.109 0.07 -0.03 0.23 0.073
H 0.176 -5.125 -4.077 0.26 -0.04 0.02 0.099
H 2.822 -5.800 -4.450 0.02 -0.22 -0.25 0.066
H 2.889 -8.423 -4.530 -0.24 -0.36 -0.29 0.098
H 0.285 -9.309 -4.437 0.04 0.07 0.34 0.112
N 3.626 -2.154 -4.991 1.60 -0.37 1.64 0.039
C 4.090 -1.105 -4.221 0.07 1.22 -0.45 -0.136
C 5.041 -1.514 -3.275 -1.74 0.61 -1.45 -0.103
C 5.089 -2.914 -3.432 0.51 0.20 0.00 -0.130
C 4.296 -3.239 -4.496 -0.25 -1.97 0.12 -0.170
H 3.027 -2.141 -5.804 0.15 0.20 0.39 0.152
H 3.729 -0.135 -4.527 0.23 0.22 0.40 0.102
H 5.624 -0.856 -2.648 -0.24 -0.15 0.16 0.077
H 5.690 -3.582 -2.831 -0.04 -0.16 -0.25 0.095
H 4.175 -4.260 -4.827 -0.30 0.26 -0.43 0.087
N 4.427 6.135 0.608 -0.08 -2.60 2.91 0.051
C 4.171 7.269 1.259 -0.28 2.05 -1.22 -0.177
C 3.985 7.074 2.602 -0.06 1.58 0.47 -0.126
C 4.132 5.718 2.906 1.51 -0.96 -3.23 -0.098
C 4.423 5.160 1.627 -0.03 -0.71 0.04 -0.133
H 4.482 5.980 -0.389 -0.09 0.01 0.23 0.128
H 4.179 8.121 0.595 -0.27 0.59 0.70 0.115
H 3.804 7.889 3.287 -0.02 -0.09 0.03 0.097
H 4.191 5.179 3.840 -0.30 0.14 -0.09 0.108
H 4.546 4.126 1.339 0.15 -0.03 0.13 0.100
N 1.177 5.612 -0.989 0.14 -0.98 -1.52 0.022
C 1.709 6.693 -1.639 0.43 -0.77 0.26 -0.151
C 2.520 6.210 -2.655 -0.02 1.13 0.17 -0.139
C 2.377 4.826 -2.711 -0.68 -2.24 1.30 -0.129
C 1.540 4.417 -1.661 -0.14 2.76 0.42 -0.083
H 0.562 5.647 -0.189 -0.04 -0.04 -0.16 0.076
H 1.488 7.704 -1.330 0.16 -0.11 0.09 0.109
H 3.213 6.806 -3.230 -0.29 0.01 -0.24 0.092
H 2.846 4.087 -3.344 0.14 0.36 -0.26 0.083
H 1.052 3.522 -1.304 0.44 -0.23 -0.30 0.089
N -0.486 -6.626 0.007 2.80 -1.18 1.97 0.012
C -0.703 -6.169 1.284 0.52 0.24 -0.06 -0.125
C -1.820 -5.379 1.236 0.00 -1.02 0.38 -0.098
C -2.322 -5.500 -0.085 -0.81 1.69 0.18 -0.103
C -1.404 -6.192 -0.817 -1.96 -0.03 -1.85 -0.174
H 0.312 -7.183 -0.262 -0.10 0.16 0.11 0.130
H -0.021 -6.385 2.093 -0.01 -0.01 -0.15 0.107
H -2.247 -4.925 2.118 -0.17 0.18 -0.28 0.090
H -3.210 -4.971 -0.396 0.05 -0.25 -0.37 0.067
H -1.388 -6.513 -1.848 -0.11 0.24 0.10 0.082
N 1.563 -2.667 2.591 1.27 -2.37 2.37 0.067
C 1.454 -2.333 3.927 -0.94 -1.46 0.94 -0.123
C 1.937 -3.415 4.731 -0.34 3.36 0.11 -0.106
C 2.586 -4.262 3.878 -0.69 -2.11 -2.05 -0.151
C 2.205 -3.936 2.601 0.22 1.76 -1.63 -0.137
H 1.170 -2.153 1.816 0.10 -0.17 0.05 0.085
H 0.836 -1.498 4.223 0.23 -0.05 0.04 0.071
H 1.937 -3.537 5.804 -0.09 0.55 0.00 0.087
H 3.064 -5.210 4.075 0.07 0.10 0.26 0.094
H 2.399 -4.450 1.671 0.11 0.10 0.04 0.076
N -1.034 0.319 -3.713 -0.70 0.27 -1.48 0.027
C -1.807 -0.684 -4.272 0.66 -0.20 1.06 -0.157
C -1.814 -0.591 -5.635 0.45 0.19 0.82 -0.119
C -1.034 0.564 -5.944 0.08 0.20 0.37 -0.115
C -0.613 1.157 -4.751 -0.12 -1.54 -0.33 -0.115
H -0.839 0.389 -2.725 -0.01 0.22 -0.17 0.129
H -2.180 -1.469 -3.631 -0.10 0.08 -0.02 0.086
H -2.250 -1.370 -6.242 0.00 0.41 -0.34 0.085
H -0.769 0.839 -6.954 -0.05 0.42 0.17 0.084
H 0.033 2.007 -4.589 -0.14 -0.09 0.08 0.097
N -0.220 0.574 0.484 1.39 -0.67 -0.10 0.067
C 1.049 0.377 -0.061 -0.63 -0.08 -0.12 -0.122
C 1.159 -0.961 -0.392 0.27 0.52 0.07 -0.111
C -0.032 -1.594 0.062 2.15 -1.71 -1.33 -0.155
C -0.794 -0.662 0.591 -2.94 1.28 1.31 -0.165
H -0.455 1.427 0.971 -0.33 -0.11 -0.02 0.101
H 1.713 1.228 -0.108 0.09 -0.18 -0.22 0.092
H 1.952 -1.499 -0.889 0.10 0.40 0.03 0.080
H -0.178 -2.664 0.050 -0.43 0.04 -0.13 0.110
H -1.768 -0.871 1.007 -0.03 0.64 0.23 0.103
N 4.323 -1.518 0.373 1.45 -0.17 0.80 0.019
C 4.495 -0.176 0.140 -0.14 0.12 0.59 -0.155
C 5.372 0.338 1.103 -1.24 -0.24 -0.86 -0.111
C 5.731 -0.745 1.904 0.83 -1.69 0.34 -0.146
C 5.152 -1.919 1.435 -0.86 1.50 -0.56 -0.091
H 3.901 -2.151 -0.291 -0.02 0.13 0.26 0.116
H 3.852 0.261 -0.609 0.39 0.28 -0.06 0.087
H 5.682 1.346 1.334 -0.16 0.06 -0.52 0.088
H 6.490 -0.692 2.671 -0.23 -0.11 0.22 0.093
H 5.137 -2.931 1.814 0.09 0.12 -0.13 0.094
```
Positions in Å, forces in eV/Å.